No. 1
The following is a DFT calculation (the ωB97M-V functional and the def2-TZVPD basis) of C42H54ClCoN6O2P as an isolated structure.

## Properties
Relative energy (zero: lowest compared OMol25 entry of this formula, charge and spin): 0.0 kcal/mol
Spin multiplicity: 5
⟨S²⟩: 6.02
Gap between HOMO and LUMO (alpha / beta): 0.3019 / 0.1668 hartree
Total charge: +3

Geometry as XYZ:
```
107
Properties=species:S:1:pos:R:3:forces:R:3:mulliken_spin:R:1
Co 2.196925 -1.505465 1.025033 0.353 -0.407 0.391 2.651
Cl -0.135775 7.408435 -3.669467 -0.356 -0.660 0.472 0.177
P 0.849825 -2.409865 -0.634667 -0.513 -0.268 -0.166 0.047
O -3.115175 0.433335 0.517533 0.085 -0.149 -0.150 0.001
O 1.036525 2.139735 0.143833 -0.471 -0.074 -0.492 0.004
N 3.098425 -3.001565 2.290033 -0.143 0.198 0.237 0.068
N 4.033625 -2.081465 -0.163567 -0.003 0.206 -0.091 0.064
N -0.271775 0.942335 3.589433 0.167 0.664 1.009 0.003
N 0.632525 -0.551265 2.227133 0.153 -0.265 -0.025 0.031
N 2.367025 0.360635 0.273633 -0.495 0.445 -0.555 0.024
N -1.157475 0.610935 2.651533 0.628 -0.449 -0.604 0.001
C 3.929725 -3.889865 1.451633 0.448 -0.070 -0.326 -0.004
C 2.701025 -3.878765 -3.965267 0.159 -0.123 -0.033 -0.002
C 1.571725 -4.894565 -1.637867 -0.045 0.302 0.043 0.010
C 3.024025 1.366235 1.115533 0.270 0.578 0.122 0.044
C -0.711575 -3.492465 1.378733 0.177 0.063 -0.119 0.019
C -0.855375 6.153735 -2.784867 0.340 0.737 -0.621 0.277
C -4.724575 1.826635 1.769233 -0.041 -0.130 0.029 0.002
C -2.517675 1.071735 2.772233 -0.999 0.185 -0.131 -0.001
C 2.672625 -5.249465 -3.742067 -0.063 0.093 0.044 0.006
C 4.858525 -3.026465 0.603533 -0.092 -0.442 0.142 0.003
C 4.413325 1.795835 0.587733 -0.178 -0.229 0.011 0.021
C 1.561125 -3.517365 -1.879667 0.223 0.060 0.014 0.023
C -1.444075 -4.058765 -0.843367 -0.100 0.096 0.173 0.000
C -0.915975 1.008735 -3.214067 0.070 -0.077 0.028 0.010
C 0.788425 0.234935 3.325633 -0.266 -0.079 -0.187 0.012
C -0.533375 -1.301265 -2.753867 -0.023 0.113 0.057 0.001
C 5.528325 0.809235 0.943933 -0.145 0.233 -0.026 0.000
C 1.317425 0.897035 -0.256567 0.916 -0.125 0.264 0.037
C -2.401075 2.685835 0.849133 -0.081 -0.291 -0.184 0.037
C -4.877775 3.094935 2.613933 0.076 -0.210 -0.124 0.000
C -2.604075 -4.931965 1.073833 0.090 0.053 0.074 0.000
C -1.094175 -0.320765 -3.552867 0.027 0.017 0.031 -0.001
C 2.113225 -5.753965 -2.575567 0.121 -0.015 -0.101 -0.003
C -1.716875 -4.277365 1.913533 -0.104 -0.079 0.116 0.005
C 4.388925 2.068035 -0.912967 0.011 0.080 0.304 0.001
C -1.167075 4.992635 -0.693367 0.655 0.714 -0.034 0.066
C -2.810575 3.039335 -0.578067 -0.057 0.025 0.311 0.009
C -0.577075 -3.361365 -0.002467 0.273 0.195 -0.175 -0.026
C -2.371175 4.298235 -2.666567 0.155 0.543 -0.958 0.053
C -5.359275 0.657235 2.554133 0.122 0.235 -0.009 0.000
C 2.020325 2.539835 1.096633 0.508 0.072 0.625 0.001
C 0.449325 0.362335 -1.310767 -0.523 -0.031 -0.379 -0.023
C 2.161725 -3.008665 -3.035067 -0.177 -0.067 0.253 0.007
C -2.459675 -4.825665 -0.299867 -0.013 -0.014 -0.187 0.001
C -3.210375 1.503135 1.445933 0.049 0.492 0.526 -0.006
C -2.078375 4.113135 -1.297867 -0.315 -0.414 0.336 0.112
C -0.158875 1.339835 -2.107967 0.041 -0.036 0.052 0.038
C -5.561675 2.005435 0.494233 -0.026 0.172 -0.022 0.005
C -0.613175 -0.285865 1.833733 0.114 -0.161 -0.065 0.015
C -1.775475 5.290135 -3.402267 -0.697 -0.748 -0.189 0.046
C 0.227525 -0.991365 -1.627567 0.024 -0.189 0.079 0.005
C -0.557475 5.988835 -1.421467 0.045 -0.352 1.086 0.093
H 6.443825 1.353635 1.157533 0.134 -0.065 -0.013 0.000
H -0.683275 -2.332665 -3.029967 0.022 -0.103 0.008 0.001
H 2.444125 -3.577765 2.820933 0.008 0.209 -0.059 0.002
H -1.797875 -4.395065 2.982633 -0.038 0.013 0.131 0.000
H -6.616875 1.905535 0.739433 -0.031 -0.065 0.020 0.001
H -3.391875 -5.541265 1.486333 -0.082 -0.087 0.062 0.000
H 3.670125 2.841035 -1.171167 -0.125 0.139 -0.121 0.000
H -5.041475 0.656235 3.592533 0.035 -0.126 0.122 0.000
H 4.583725 -1.256065 -0.399067 -0.232 -0.199 -0.020 -0.007
H -1.322975 -4.034065 -1.914167 0.022 0.017 -0.130 0.000
H -2.809775 2.123335 -1.177267 -0.075 0.089 -0.155 0.022
H -4.260975 3.075435 3.506533 0.062 0.053 0.185 0.000
H -5.328075 1.278235 -0.279467 -0.022 -0.055 -0.107 -0.001
H 5.744325 0.145835 0.110233 0.106 -0.120 -0.046 0.001
H 0.145425 6.659335 -0.954167 0.073 0.115 0.067 -0.002
H 3.148525 -3.488665 -4.864967 0.055 0.038 -0.130 0.000
H 3.086225 -5.922765 -4.476467 0.034 -0.061 -0.069 0.000
H 2.472825 3.474535 0.761633 -0.024 -0.098 -0.034 -0.001
H 4.518125 -4.584465 2.057933 -0.132 0.022 -0.060 0.002
H -2.499875 3.546535 1.507833 0.034 0.024 0.113 0.004
H 4.138625 1.165735 -1.467367 0.015 -0.084 -0.087 0.001
H -1.349375 2.386335 0.828933 0.041 0.064 0.098 -0.017
H -0.005775 2.378435 -1.860667 0.082 0.084 -0.019 -0.029
H 5.282825 0.221235 1.826033 0.042 -0.113 0.139 0.001
H -5.151075 -0.320165 2.117833 -0.008 -0.161 0.012 0.000
H 3.756425 -2.511065 -1.047167 0.029 0.092 0.132 -0.003
H -2.017475 5.424035 -4.444267 -0.016 0.045 -0.133 -0.001
H -5.464475 3.008935 0.081833 -0.045 -0.028 -0.049 0.001
H 5.533625 -2.465065 1.256533 -0.014 -0.027 -0.101 -0.001
H -0.943575 4.896235 0.356933 0.051 -0.021 0.110 0.000
H 5.368425 2.408435 -1.230167 0.115 0.061 -0.141 0.000
H 4.625225 2.733135 1.109633 -0.022 0.008 0.031 -0.001
H 5.461125 -3.668765 -0.048067 0.000 0.138 0.165 0.001
H -5.911675 3.177535 2.937833 -0.106 0.059 0.034 0.000
H -1.118675 -0.699665 0.985033 -0.171 -0.114 -0.098 -0.008
H -6.439275 0.774235 2.562033 -0.062 0.010 -0.020 0.000
H -4.645175 3.988535 2.041933 0.056 0.171 -0.042 0.000
H -3.095975 3.651735 -3.138967 -0.072 -0.070 -0.046 0.000
H -1.339275 1.789435 -3.824567 -0.066 0.095 -0.115 0.000
H 2.183325 -1.940265 -3.210367 -0.015 0.018 -0.093 0.000
H -3.881175 -0.141265 0.643033 0.057 -0.048 -0.075 0.000
H -3.127675 -5.362265 -0.954867 -0.087 -0.058 -0.068 0.000
H -3.858675 3.371335 -0.566967 0.139 0.001 -0.248 0.096
H -2.484975 1.898335 3.481533 -0.006 -0.113 -0.030 0.000
H -3.087175 0.252335 3.215433 0.084 0.160 -0.004 0.000
H 1.529825 2.708135 2.059333 -0.010 -0.042 -0.140 0.001
H 1.670625 0.273635 3.930833 0.227 0.014 0.150 0.001
H -0.012675 -2.983965 2.032833 -0.069 -0.054 0.052 0.025
H 3.160125 0.970235 2.129333 -0.094 0.062 -0.066 -0.050
H 2.093825 -6.818065 -2.402867 0.018 -0.127 0.032 0.000
H 3.264925 -4.462965 0.798633 0.049 0.004 0.101 -0.001
H 3.707225 -2.570565 2.990333 -0.172 -0.083 -0.046 0.002
H 1.141825 -5.284465 -0.724567 -0.088 -0.091 -0.025 0.000
H -1.653175 -0.599165 -4.433267 -0.081 -0.007 -0.049 0.000
```
Forces are in eV/Å.


No. 2
The following is a DFT calculation (the ωB97M-V functional and the def2-TZVPD basis) of C42H54ClI2N5O10SSi2Ti as an isolated structure.

## Properties
Relative energy (zero: lowest compared OMol25 entry of this formula, charge and spin): 32.0 kcal/mol
Spin multiplicity: 3
⟨S²⟩: 2.01
Gap between HOMO and LUMO (alpha / beta): 0.1485 / 0.2422 hartree
Total charge: -2

Geometry as XYZ:
```
118
Properties=species:S:1:pos:R:3:forces:R:3:mulliken_spin:R:1
I 2.754359 -3.285847 4.153929 0.076 -0.224 0.091 -0.001
I 1.506163 -1.088166 2.422415 0.849 -0.675 0.855 -0.004
Ti -0.639718 -0.453022 -0.255364 -0.562 -0.595 0.051 1.244
Cl 5.672031 -0.747939 -3.702260 0.236 0.138 0.092 0.000
S 0.779574 0.885126 1.237046 0.538 1.352 0.429 0.037
Si -0.719551 1.786355 2.471175 0.074 -0.021 -0.044 0.064
Si -2.248075 -2.432761 1.991419 -0.231 -0.210 0.350 0.013
O -1.430815 -1.343974 1.121268 -0.937 -0.612 1.116 -0.118
O 1.243180 2.550976 -1.571997 0.178 0.232 0.004 -0.004
O -2.092103 1.625645 1.614148 0.057 0.167 0.080 0.064
O -2.588362 2.066435 -1.830967 -0.057 -0.001 0.051 -0.001
O 0.138335 0.613484 -1.634339 1.106 1.043 -1.068 -0.014
O 2.457941 2.462728 -4.342656 -0.234 0.078 -0.040 0.000
O 4.507998 1.875793 -4.890821 0.088 -0.046 0.001 0.000
O -2.602816 -2.485543 -1.713401 -0.142 -0.175 -0.027 0.005
O -0.878695 1.033537 3.898898 -0.160 -0.104 -0.042 0.011
O -0.361452 3.352151 2.798909 0.117 0.010 0.032 -0.006
N 2.849016 -0.350378 -1.149152 0.105 0.051 0.231 0.003
N 4.041837 -0.795040 -1.583540 0.235 -0.215 0.465 -0.001
N 0.471607 -2.474373 -2.259401 0.487 -0.539 0.210 0.021
N -3.550140 0.484822 -3.176137 0.102 -0.110 -0.059 0.007
N -2.399117 -0.213322 -1.353811 -0.754 -0.372 -1.326 0.031
C -2.803811 0.898524 -2.080982 -0.069 -0.045 0.140 0.012
C 0.426184 4.396421 2.204552 -0.017 0.080 -0.109 -0.002
C -3.591898 -3.345698 1.046404 0.011 -0.031 -0.179 -0.003
C 4.548727 -3.845752 0.412957 0.030 0.034 0.029 0.019
C -3.368834 -1.620917 -4.465251 0.004 0.012 0.071 0.017
C 4.707665 -1.836833 -0.868212 -0.114 -0.022 -0.045 0.008
C -0.334695 1.142246 5.213731 0.090 0.114 0.107 -0.004
C 1.914134 4.065529 2.269548 0.004 -0.067 0.000 0.003
C -2.585555 -1.511932 -6.749094 -0.013 0.019 0.008 -0.006
C 3.400526 1.773035 -4.102515 0.054 -0.169 0.011 -0.001
C 3.461182 0.798878 -2.988268 -0.046 0.482 -0.144 -0.006
C -3.188203 -1.628797 3.425504 0.059 0.148 0.028 0.000
C -1.232794 2.087400 6.007390 -0.013 0.011 -0.028 0.000
C 3.927527 -2.813975 -0.272794 -0.209 -0.134 -0.101 -0.072
C -7.596298 -0.686516 -2.834852 0.027 0.040 -0.048 0.000
C -3.740819 2.361829 3.261259 0.136 -0.125 0.019 0.000
C -1.142655 -3.739358 2.744211 0.167 -0.036 -0.008 0.002
C 6.699629 -2.903528 -0.083788 0.037 0.013 -0.005 0.000
C 5.933440 -3.905870 0.493233 -0.030 0.052 -0.005 0.000
C 0.337739 -2.157304 -1.079779 -0.093 -0.111 -0.712 0.571
C -3.403032 2.183856 1.782509 -0.194 0.071 0.034 -0.003
C -2.551967 -2.895030 -6.821881 0.019 0.025 0.006 0.001
C -5.572934 -2.440505 -2.137884 -0.038 -0.079 0.071 0.001
C 4.435970 -0.122869 -2.674809 -0.221 -0.468 -0.515 -0.003
C -7.909212 -1.847616 -2.143992 -0.006 0.012 -0.014 0.000
C -3.792331 -0.928283 -3.173562 -0.083 0.025 0.046 -0.041
C 0.011603 4.626385 0.757512 -0.009 -0.077 0.009 0.001
C 1.092448 1.680241 5.186857 0.001 -0.029 -0.029 0.004
C -3.466593 3.531763 1.073812 0.121 0.004 -0.031 -0.001
C -2.850667 -1.331213 -1.983717 -0.186 0.358 -0.052 -0.031
C -6.278750 -0.405323 -3.170523 -0.073 -0.006 -0.033 0.002
C -2.988079 -0.880884 -5.577364 0.043 -0.004 -0.073 0.004
C 0.138501 5.632459 3.048266 -0.062 0.000 0.050 0.000
C -3.336989 -3.012097 -4.546882 -0.014 -0.070 -0.034 0.001
C -6.891366 -2.723778 -1.801952 0.073 -0.021 -0.009 0.000
C 6.088873 -1.854162 -0.755149 0.104 0.091 0.050 0.000
C 1.195879 1.349029 -1.715970 -0.230 0.186 -0.159 0.016
C -5.248754 -1.271709 -2.820254 0.088 -0.051 0.025 -0.011
C -4.377160 1.207603 1.136200 0.019 -0.091 -0.112 0.000
C -2.928129 -3.641503 -5.713115 -0.031 0.019 0.051 -0.004
C -0.354300 -0.252552 5.822490 -0.006 -0.063 -0.029 -0.001
C 2.489495 0.603923 -1.972403 -0.216 0.112 -0.223 0.002
H -0.852480 2.204686 7.025874 -0.028 -0.003 -0.023 0.000
H -2.215609 -3.387100 -7.726759 -0.025 -0.001 0.005 0.000
H 2.846834 -2.762000 -0.365655 0.009 0.002 0.060 0.031
H -0.626028 -3.374330 3.636383 0.017 -0.016 -0.046 0.001
H 2.225922 3.856379 3.294691 -0.007 0.022 -0.011 0.000
H -2.889657 -4.723620 -5.747915 0.007 0.009 0.004 0.000
H -0.037999 -0.201648 6.868255 -0.017 -0.034 -0.033 0.000
H 0.176047 3.735961 0.148067 -0.005 -0.002 -0.029 0.000
H -4.736305 2.802317 3.355627 0.012 -0.002 0.001 0.000
H -8.934862 -2.059327 -1.866174 0.009 -0.008 -0.012 0.000
H -7.116182 -3.630678 -1.253465 0.020 0.013 0.012 0.000
H 2.144689 3.200765 1.649902 0.012 -0.005 0.010 0.003
H 0.421857 5.449605 4.087797 -0.013 0.017 -0.014 0.000
H -8.379626 0.010875 -3.107075 0.009 0.007 -0.008 0.000
H -4.225518 -1.412662 3.150288 0.039 0.037 0.022 0.000
H -1.361071 -0.673309 5.772681 0.027 0.033 0.016 0.000
H 6.684367 -1.045238 -1.156861 -0.018 -0.033 -0.021 0.000
H -3.597188 -3.604282 -3.681380 0.013 0.024 -0.009 0.000
H -2.973385 0.199216 -5.523583 0.027 -0.006 0.014 0.001
H 0.701230 6.491163 2.674980 -0.015 -0.020 -0.001 0.000
H 3.943569 -4.595327 0.900744 -0.061 -0.016 0.031 0.000
H -3.006700 3.442558 0.088647 -0.070 -0.014 -0.008 0.000
H 0.612613 5.431115 0.326100 -0.023 -0.017 -0.002 0.000
H -4.346378 -2.653641 0.658051 0.035 -0.027 -0.013 0.000
H -6.057557 0.509698 -3.704833 -0.019 0.021 0.025 0.000
H -3.724775 1.401240 3.780010 -0.011 0.032 -0.008 0.000
H -2.937001 4.290823 1.654480 -0.016 0.009 -0.013 0.000
H -0.370204 -4.068336 2.043438 -0.041 0.003 0.005 0.003
H 1.714794 1.063174 4.535274 -0.007 0.029 0.019 0.000
H -1.256049 3.066616 5.523146 -0.006 -0.012 0.026 0.000
H 5.158797 1.203156 -4.651501 0.020 0.031 0.020 0.000
H -1.741811 -4.611042 3.032630 0.026 0.041 0.000 0.002
H -2.704689 -0.696235 3.731196 -0.015 -0.070 0.010 0.001
H -4.781125 -3.110453 -1.828299 -0.017 0.025 0.001 0.001
H -4.088439 -4.048349 1.727481 0.026 0.073 -0.004 0.000
H -0.927924 5.866863 3.013300 0.023 0.004 0.013 0.000
H -3.204524 -2.306460 4.286726 -0.006 0.030 -0.035 0.000
H 1.103982 2.711123 4.831771 0.013 -0.024 0.013 -0.001
H 0.324298 -0.917524 5.284802 -0.025 0.016 0.022 0.001
H 7.779983 -2.918912 0.003115 -0.032 -0.007 0.009 0.000
H -2.249577 1.690779 6.051387 0.019 0.023 0.002 0.000
H -3.176480 -3.901781 0.204100 -0.037 0.015 0.012 0.001
H 1.513406 1.646910 6.195299 -0.003 0.016 -0.034 0.000
H -4.133182 0.186961 1.431742 -0.014 0.018 0.022 0.001
H -2.281036 -0.914447 -7.600249 0.000 0.000 0.014 0.000
H 6.409975 -4.719022 1.026640 -0.006 0.031 0.012 0.000
H -4.032929 1.157651 -3.740291 -0.021 0.089 0.097 -0.001
H -1.040671 4.901937 0.696278 0.009 0.020 -0.002 0.000
H -5.400545 1.437872 1.444216 0.004 0.008 -0.018 0.000
H -3.019684 3.029863 3.738919 -0.027 -0.008 0.011 0.000
H -4.509500 3.840710 0.957766 0.028 0.014 0.022 0.000
H 0.122136 -1.973192 -3.084283 -0.120 0.261 0.223 0.129
H -4.314670 1.271983 0.049264 0.030 -0.023 0.049 0.000
H 2.488268 4.915615 1.892454 -0.012 -0.009 0.032 0.000
```
Forces are in eV/Å.